Below is C5H12NO as an isolated structure, with properties calculated with ωB97M-V/def2-TZVPD.

Geometry (Å):
O1 0.3247 0.3354 -0.4149
N1 0.4726 1.2564 1.8955
C1 0.5114 -1.3278 -2.7481
C2 0.1656 -1.0171 -0.2717
C3 -0.5878 1.9318 2.4296
C4 0.9079 -1.8165 -1.3629
C5 -1.8131 2.1140 1.8843
H1 -0.3869 2.3555 3.4164
H2 -0.9019 -1.3301 -0.3011
H3 -2.5375 2.6418 2.4982
H4 -2.1305 1.8280 0.8981
H5 1.0466 -1.8260 -3.5559
H6 0.5732 -1.3671 0.7053
H7 -0.5704 -1.4843 -2.8732
H8 0.6302 -2.8700 -1.2152
H9 1.3461 1.6492 2.2239
H10 0.5813 -0.2406 -2.7747
H11 0.3839 0.8819 0.7674
H12 1.9844 -1.7146 -1.2010

Summary:
DFT total energy = -327.68197 hartree
multiplicity = 1
total charge = -1
E_LUMO = 4.3 eV
HOMO-LUMO gap = 0.2705 hartree



Below is C5H12NO as an isolated structure, with properties calculated with ωB97M-V/def2-TZVPD.

Geometry (Å):
O1 -2.6152 -1.8216 0.5378
N1 2.9507 2.1979 -1.1891
C1 -2.5366 -0.7441 -0.2663
C2 0.5568 -1.0824 0.0523
C3 -0.3211 -0.1306 0.8684
C4 -1.6716 0.3960 0.3126
C5 2.9989 1.0453 -0.4983
H1 2.9647 1.0632 0.6029
H2 0.3126 0.7190 1.2081
H3 -1.4288 1.0666 -0.5164
H4 -0.6177 -0.5173 1.8438
H5 0.5142 -0.8408 -1.0354
H6 -2.1490 0.9617 1.0944
H7 0.0954 -2.1180 0.0108
H8 3.0085 0.0936 -1.0328
H9 1.9594 1.9763 -0.7064
H10 -3.5146 -0.2208 -0.4044
H11 1.5826 -1.0541 0.3891
H12 -2.0891 -0.9899 -1.2713

Summary:
DFT total energy = -327.53307 hartree
multiplicity = 1
total charge = -1
E_LUMO = 2.8 eV
HOMO-LUMO gap = 0.1879 hartree



Below is a 2-piece molecular cluster, C5H12NO overall, with properties calculated with ωB97M-V/def2-TZVPD.

Geometry (Å):
O1 3.5644 2.2750 1.3393
N1 0.2694 1.0499 0.4658
C1 -1.2145 -2.5575 -0.9338
C2 -1.7317 -1.2417 -1.5453
C3 0.6125 1.5430 1.6886
C4 -0.5769 -0.0794 0.3232
C5 -1.5298 -0.0192 -0.6470
H1 0.5810 2.6186 1.8428
H2 -2.7854 -1.3543 -1.8617
H3 0.9747 0.8774 2.4618
H4 -1.8035 0.9697 -1.0047
H5 -1.1643 -0.9644 -2.4629
H6 -1.7699 -2.9179 -0.0411
H7 0.4751 1.4848 -0.4154
H8 4.4231 2.3586 1.7581
H9 3.6876 2.5982 0.4419
H10 -1.2137 -3.2622 -1.7843
H11 -0.1506 -2.5865 -0.7455
H12 -0.6475 -0.7921 1.1201

Summary:
DFT total energy = -327.56749 hartree
multiplicity = 2
E_LUMO (alpha / beta) = 0.8 / 0.8 eV
HOMO-LUMO gap (alpha / beta) = 0.2661 / 0.3132 hartree



Below is a 2-piece molecular cluster, C5H12NO overall, with properties calculated with ωB97M-V/def2-TZVPD.

Geometry (Å):
O1 1.4467 0.2177 -2.7570
N1 -0.2848 -0.9773 -1.2392
C1 -1.0796 1.5480 1.9123
C2 -0.3134 -0.5266 0.0595
C3 0.1814 0.6145 2.3038
C4 -0.5820 -2.0301 -1.8895
C5 0.5510 -0.4130 1.1341
H1 2.4010 0.3917 -2.7812
H2 -1.3441 -0.2741 0.3203
H3 -0.7897 2.6408 2.1738
H4 -1.9711 1.2507 2.4067
H5 -1.2952 1.5823 0.7931
H6 1.5239 -1.0275 1.1431
H7 0.0361 0.1174 3.2330
H8 1.0827 1.1821 2.3674
H9 1.2468 1.1344 -3.1073
H10 -1.2055 -2.7985 -1.4026
H11 -0.2000 -1.9865 -2.9274
H12 0.5958 -0.6459 -1.7429

Summary:
DFT total energy = -327.34726 hartree
multiplicity = 1
total charge = +1
E_LUMO = -4.8 eV
HOMO-LUMO gap = 0.3213 hartree



Below is an isolated ion of composition C5H12NO and charge +1, with properties calculated with ωB97M-V/def2-TZVPD.

Geometry (Å):
O1 2.4638 0.7837 0.0586
N1 -0.3025 0.9030 -0.4131
C1 -1.2848 1.7578 0.2358
C2 -0.0857 -0.3892 0.3542
C3 2.5282 -0.3940 0.0501
C4 -1.3631 -1.1388 -0.0768
C5 1.2346 -1.1779 0.0086
H1 1.2013 -1.9233 -0.7887
H2 0.0662 -0.0142 1.3741
H3 -1.3656 -1.0904 -1.1509
H4 -1.2549 -2.2067 0.0382
H5 1.4657 -1.8125 0.8299
H6 -1.1005 2.7012 -0.2512
H7 0.6356 1.4486 -0.5677
H8 -2.2537 -0.5898 0.3558
H9 -0.6106 0.6773 -1.4147
H10 -2.3707 1.5925 0.1771
H11 -1.1000 1.8903 1.2506
H12 3.4967 -1.0178 -0.0699

Summary:
DFT total energy = -327.41073 hartree
SMILES = C[NH2+][C@@H](C)CC=O
multiplicity = 1
total charge = +1
E_LUMO = -3.1 eV
HOMO-LUMO gap = 0.4094 hartree



Below is a 3-piece molecular cluster, C5H12NO overall, with properties calculated with ωB97M-V/def2-TZVPD.

Geometry (Å):
O1 0.6194 1.6107 -1.4170
N1 0.7467 0.5496 -0.5855
C1 -0.4562 -1.1286 0.5839
C2 -0.5391 0.0874 -0.2916
C3 0.2873 -2.3849 0.0513
C4 -1.3460 1.3335 0.1769
C5 1.5503 2.4037 -1.7887
H1 -2.3739 1.2160 -0.1064
H2 1.3891 -2.3155 0.2582
H3 -0.0733 -3.1782 0.5962
H4 1.2149 3.1203 -2.5544
H5 -1.2994 1.4779 1.2054
H6 -1.3950 -1.4594 0.9935
H7 1.2842 -0.1802 1.4936
H8 2.4183 2.3830 -1.2161
H9 -0.9017 2.2211 -0.2073
H10 0.0592 -2.4171 -0.9685
H11 -0.9441 -0.3574 -1.2392
H12 0.6392 -0.7524 1.5602

Summary:
DFT total energy = -327.14464 hartree
multiplicity = 1
total charge = +1
E_LUMO (alpha / beta) = -6.2 / -6.2 eV
HOMO-LUMO gap (alpha / beta) = 0.2421 / 0.2421 hartree



Below is a 2-piece molecular cluster, C5H12NO overall, with properties calculated with ωB97M-V/def2-TZVPD.

Geometry (Å):
O1 1.9814 -0.5927 0.6386
N1 -0.8921 0.6388 0.1432
C1 2.2362 0.3098 -0.1898
C2 -1.5951 0.6292 1.4886
C3 1.0900 -1.6847 0.3860
C4 2.4481 1.1569 -1.1583
C5 -1.5386 -0.1170 -0.9259
H1 -0.8781 1.6504 -0.1586
H2 0.0626 -1.0700 0.4049
H3 3.2912 1.3073 -1.7507
H4 -0.9229 0.9742 2.3112
H5 1.1710 -2.4135 1.1314
H6 -0.8835 -0.1688 -1.7074
H7 -2.5968 1.0876 1.3403
H8 -1.6951 -0.4912 1.6874
H9 -2.4927 0.2693 -1.0391
H10 1.6856 1.9802 -1.3187
H11 -1.6494 -1.2259 -0.6687
H12 1.1782 -2.2400 -0.6144

Summary:
DFT total energy = -327.27705 hartree
multiplicity = 1
total charge = +1
E_LUMO = -5.3 eV
HOMO-LUMO gap = 0.2913 hartree



Below is a 2-piece molecular cluster, C5H12NO overall, with properties calculated with ωB97M-V/def2-TZVPD.

Geometry (Å):
O1 0.8206 0.7242 -0.2109
N1 1.2164 2.0478 -0.6208
C1 0.1985 -0.0708 -1.2650
C2 -0.4775 -0.3759 1.5303
C3 -0.1474 0.9566 0.8835
C4 -0.1097 -1.4432 -0.6764
C5 -1.0824 -1.3152 0.4925
H1 -0.5291 -2.0698 -1.4625
H2 0.8189 -1.9042 -0.3353
H3 -1.1740 -0.1925 2.3483
H4 0.9307 -0.1442 -2.0752
H5 0.3393 1.6387 1.5837
H6 -0.7025 0.4334 -1.6275
H7 2.0764 2.2517 -0.1063
H8 -1.0335 1.4417 0.4647
H9 -1.2651 -2.2917 0.9355
H10 -2.0373 -0.9224 0.1429
H11 1.7288 2.0500 -1.9518
H12 0.4289 -0.8141 1.9502

Summary:
DFT total energy = -327.30124 hartree
multiplicity = 1
total charge = +1
E_LUMO = -4.0 eV
HOMO-LUMO gap = 0.4337 hartree



Below is a 2-piece molecular cluster, C5H12NO overall, with properties calculated with ωB97M-V/def2-TZVPD.

Geometry (Å):
O1 -2.5870 0.8459 -1.6079
N1 -0.2642 1.7391 -0.7035
C1 0.1959 -0.3442 0.3358
C2 1.3680 -2.1361 1.5928
C3 0.3245 0.4220 -0.7449
C4 0.5624 -1.8045 0.3746
C5 0.2408 2.5870 0.1040
H1 1.1335 -1.8985 -0.5685
H2 1.2125 2.3694 0.5790
H3 0.7952 0.1523 -1.6882
H4 -3.4713 1.2112 -1.6900
H5 -1.0961 1.9175 -1.3046
H6 0.7336 -1.9436 2.4756
H7 1.6978 -3.1982 1.6541
H8 -0.1219 3.5825 0.2989
H9 2.2922 -1.5258 1.6323
H10 -0.1835 0.1089 1.2508
H11 -0.3854 -2.3536 0.3724
H12 -2.4470 0.2690 -2.3626

Summary:
DFT total energy = -327.41370 hartree
multiplicity = 1
total charge = +1
E_LUMO = -4.6 eV
HOMO-LUMO gap = 0.3553 hartree



Below is an isolated ion of composition C5H12NO and charge +1, with properties calculated with ωB97M-V/def2-TZVPD.

Geometry (Å):
O1 1.2510 -0.4324 1.3092
N1 -1.1550 -0.6786 0.1470
C1 0.5123 1.4516 0.0007
C2 0.0345 0.8222 -1.2815
C3 1.7219 0.6892 0.5251
C4 -2.3108 -1.1983 0.4337
C5 -0.3948 -0.5978 -1.2656
H1 -2.3752 -1.5116 1.4237
H2 0.8443 0.7554 -2.0080
H3 -0.6888 1.4387 -1.7936
H4 2.1756 1.3950 1.1974
H5 -0.3151 1.6237 0.5646
H6 -3.1687 -1.3507 -0.2291
H7 -0.3706 -0.8480 0.8622
H8 0.8458 2.6305 -0.3195
H9 0.5193 -1.2265 -1.3736
H10 2.2890 0.1010 -0.2361
H11 1.9966 -0.8138 1.9289
H12 -1.0530 -0.9859 -1.9944

Summary:
DFT total energy = -327.36204 hartree
SMILES = C=[NH+]CCCCO
multiplicity = 1
total charge = +1
E_LUMO = -4.9 eV
HOMO-LUMO gap = 0.3609 hartree



Record order is preserved below.
Energy above the lowest of the compared OMol25 structures with the same formula, charge and spin: 8.8 102.3 37.4 70.5 30.7 197.6 114.5 99.4 28.8 61.2 kcal/mol